# C22H23ClN3NiO8P

A structure of composition C22H23ClN3NiO8P (the ωB97M-V functional and the def2-TZVPD basis, the Open Molecules 2025 dataset).

The geometry in XYZ format:
```
59
Properties=species:S:1:pos:R:3:forces:R:3
Ni 1.521 -0.577 -0.259 0.1 0.2 0.3
O 3.634 1.400 -0.739 0.3 0.5 0.0
N 2.270 1.395 -0.646 -0.3 -0.4 0.1
C 1.811 2.547 -0.388 -0.1 0.4 0.0
C 0.415 2.968 -0.263 -0.3 0.0 0.1
C 0.228 4.355 -0.293 0.1 -0.1 0.0
C -1.031 4.921 -0.221 -0.1 0.0 0.0
C -2.144 4.101 -0.120 0.0 0.0 0.0
C -1.977 2.727 -0.086 0.0 0.0 0.0
C -0.715 2.145 -0.139 0.1 0.1 0.0
P -0.641 0.329 -0.145 0.1 -0.2 0.2
C -1.581 0.013 -1.676 0.0 0.0 0.0
C -0.874 0.150 -2.870 -0.1 0.0 0.0
C -1.514 -0.014 -4.088 0.1 0.0 0.0
C -2.866 -0.326 -4.123 0.0 0.0 0.0
C -3.574 -0.468 -2.939 0.0 0.0 0.0
C -2.936 -0.295 -1.718 0.1 0.0 0.0
C -1.698 -0.246 1.214 -0.1 -0.1 -0.1
C -2.116 -1.576 1.173 0.0 0.1 0.0
C -2.883 -2.096 2.203 0.0 0.0 0.0
C -3.234 -1.295 3.280 0.0 -0.1 0.0
C -2.801 0.022 3.334 0.0 0.1 0.0
C -2.029 0.547 2.308 0.0 0.1 0.0
H 3.826 0.480 -0.974 0.2 -0.4 0.0
H 2.546 3.344 -0.295 0.0 0.0 0.0
H 1.098 4.997 -0.376 0.0 0.0 0.0
H -1.141 5.997 -0.244 0.0 0.0 0.0
H -3.139 4.525 -0.071 0.0 0.0 0.0
H -2.850 2.090 -0.014 0.0 0.0 0.0
H 0.187 0.378 -2.849 0.0 0.0 0.0
H -0.954 0.091 -5.009 0.0 0.0 0.0
H -3.367 -0.463 -5.073 0.0 0.0 0.0
H -4.628 -0.716 -2.961 0.0 0.0 0.0
H -3.497 -0.413 -0.800 0.0 0.0 0.0
H -1.831 -2.212 0.346 -0.1 0.0 0.0
H -3.198 -3.132 2.163 0.0 0.0 0.0
H -3.836 -1.701 4.084 0.0 0.0 0.0
H -3.053 0.643 4.185 0.0 0.0 0.0
H -1.656 1.562 2.375 -0.1 -0.1 0.0
O 1.239 -4.479 -1.499 0.2 -0.1 -0.2
Cl 0.671 -3.471 -0.662 0.0 -0.4 -0.2
O -0.485 -3.956 0.001 -0.3 -0.2 0.2
O 0.325 -2.303 -1.465 0.0 0.5 -0.3
O 1.652 -3.013 0.303 0.3 0.3 0.3
C 2.273 0.240 3.847 0.0 0.0 -0.1
C 1.703 0.329 2.446 -0.4 0.3 -0.2
O 0.774 1.120 2.211 0.7 -0.4 0.0
O 2.225 -0.470 1.576 0.0 0.1 -0.1
H 2.447 1.241 4.239 0.0 0.0 0.0
H 3.190 -0.345 3.868 0.0 0.0 0.0
H 1.528 -0.238 4.486 0.0 0.0 0.0
N 4.075 -3.143 -1.891 -0.1 0.0 -0.1
C 3.933 -2.184 -0.965 0.0 0.3 0.5
N 4.567 -2.309 0.218 -0.2 0.1 -0.1
O 3.292 -1.125 -1.221 0.0 -0.5 -0.2
H 4.315 -4.072 -1.596 0.0 -0.1 0.0
H 3.404 -3.101 -2.640 -0.1 0.0 -0.1
H 4.897 -3.212 0.511 0.0 0.0 0.0
H 4.206 -1.703 0.945 0.0 0.0 0.0
```
Forces are in eV/Å.

- Energy relative to the best compared isomer or geometry (same formula, charge and spin): 0.007 eV
- HOMO energy (alpha / beta): -0.31245 / -0.32811 Eh
- Spin multiplicity: 3

***

# C11H12Cl2N2OS

The molecule C11H12Cl2N2OS (the ωB97M-V functional and the def2-TZVPD basis, the Open Molecules 2025 dataset).

The geometry in XYZ format:
```
29
Properties=species:S:1:pos:R:3:forces:R:3
S 1.118 2.213 0.063 1.0 1.9 -0.6
C 0.517 0.698 0.139 7.1 3.1 9.1
N 0.819 -0.136 1.219 2.4 1.9 5.0
C 1.611 0.567 2.427 -3.3 2.1 0.8
H 1.705 1.745 2.313 -0.9 -2.6 0.0
C 0.977 0.164 3.869 6.2 -2.4 -2.0
H 1.423 0.684 4.799 -0.3 -1.3 -1.7
O 1.141 -1.391 3.939 -0.7 3.0 2.4
C 1.311 -2.099 2.777 -4.3 -0.7 -0.5
H 2.294 -2.037 2.470 2.2 -0.7 -0.9
C 0.378 -1.621 1.660 9.2 3.3 -4.7
H -0.540 -1.592 1.888 -7.2 -0.4 1.5
H 0.778 -1.910 0.653 -1.3 -1.9 1.0
H 0.796 -3.122 2.956 1.8 1.1 0.0
H 0.034 0.365 3.775 -5.8 0.9 0.1
H 2.592 0.323 2.574 2.7 -1.3 -0.7
N -0.275 0.236 -0.613 -8.0 -10.6 -3.3
C -0.795 0.516 -1.775 -3.2 -3.9 -5.9
C -0.688 1.623 -2.512 3.6 1.1 8.4
C -1.308 2.006 -3.550 -1.0 4.9 -9.1
C -1.760 1.005 -4.345 -3.9 -1.6 -0.3
C -2.096 -0.308 -3.664 -0.5 0.1 -10.0
C -1.516 -0.617 -2.572 2.8 2.0 6.6
Cl -1.739 -2.146 -1.845 0.2 -0.7 0.4
H -2.339 -1.250 -4.497 0.0 2.9 2.8
Cl -2.568 1.382 -5.974 1.1 -0.6 1.9
H -1.055 3.191 -4.033 -1.2 -3.8 1.5
H -0.202 2.341 -1.881 0.5 0.8 -0.3
H -0.612 -0.829 -0.259 0.8 3.4 -1.5
```
Forces are in eV/Å.

- SMILES string: S=C(Nc1ccc(Cl)cc1Cl)N1CCOCC1
- HOMO energy: -0.30078 Eh

***

# C6H6O2

The molecule C6H6O2 (the ωB97M-V functional and the def2-TZVPD basis, the Open Molecules 2025 dataset).

The geometry in XYZ format:
```
14
Properties=species:S:1:pos:R:3:forces:R:3
C -0.066 -1.827 0.723 1.3 -1.8 -0.7
C -0.459 -1.204 -0.451 -0.3 -0.3 -0.5
C -0.033 0.232 1.218 -0.5 -0.1 -2.8
C 0.354 0.348 -0.230 -4.4 -2.7 2.5
C -1.120 0.066 -0.029 2.7 2.3 0.2
C 1.311 0.982 -1.106 0.4 0.1 -1.1
O 0.205 -1.020 1.744 0.2 -2.2 -0.1
O -2.268 0.710 -0.424 4.7 1.9 -1.4
H 0.161 -2.959 0.737 -0.5 2.0 0.9
H 0.342 0.907 1.898 -0.2 2.0 1.5
H 0.740 1.738 -1.632 0.4 0.2 -0.7
H 1.761 0.218 -1.795 -0.4 0.9 0.5
H 2.083 1.496 -0.538 0.2 -0.2 0.0
H -3.009 0.313 -0.116 -3.4 -2.3 1.6
```
Forces are in eV/Å.

- SMILES string: C[C@@]12C3=CO[C@@H]1[C@]32O
- Energy relative to the best compared isomer or geometry (same formula, charge and spin): 5.949 eV
- HOMO energy: -0.29728 Eh

***

# C21H53ClEuOP2Si

A structure of composition C21H53ClEuOP2Si (the ωB97M-V functional and the def2-TZVPD basis, the Open Molecules 2025 dataset).

The geometry in XYZ format:
```
80
Properties=species:S:1:pos:R:3:forces:R:3
Eu 0.045 0.492 1.004 0.1 -1.3 -1.7
Cl -0.123 0.968 -1.626 -0.1 0.4 -0.7
P 0.508 3.310 0.613 -0.4 -1.4 1.4
C -0.530 4.645 -0.116 0.1 0.2 0.0
C 0.305 3.364 2.576 0.1 1.0 -1.1
C 2.258 3.598 0.138 -0.1 0.6 0.1
C -1.856 4.032 -0.584 -0.3 0.1 0.0
H 0.025 4.951 -1.018 0.0 -0.1 0.2
C -0.706 5.868 0.781 -0.1 0.6 -0.1
H -1.263 5.629 1.701 0.2 0.0 -0.3
H -1.284 6.642 0.246 0.1 -0.2 0.2
H 0.256 6.335 1.055 -0.3 -0.3 0.0
H -1.672 3.189 -1.257 0.0 0.0 0.2
H -2.456 4.783 -1.124 0.2 -0.1 0.2
H -2.462 3.654 0.257 0.3 0.1 -0.3
H 2.158 3.614 -0.961 0.0 0.0 0.3
C 3.216 2.432 0.463 0.0 -0.1 0.0
C 2.767 4.961 0.610 0.7 0.1 -0.4
H 2.272 5.777 0.066 0.0 -0.2 0.2
H 3.845 5.051 0.402 -0.2 0.1 0.1
H 2.624 5.112 1.685 0.0 -0.1 -0.1
H 2.728 1.438 0.476 0.1 0.3 -0.1
H 3.755 2.577 1.413 -0.3 0.0 -0.2
H 3.974 2.369 -0.330 -0.1 0.0 0.2
C -1.123 2.908 2.945 0.1 0.1 0.2
H 0.424 4.422 2.847 0.0 -0.2 0.3
C 1.369 2.546 3.317 0.1 0.1 0.0
H -1.894 3.573 2.520 0.3 -0.4 0.1
H -1.244 2.906 4.041 0.1 0.1 -0.2
H -1.366 1.885 2.606 -0.1 0.5 0.0
H 1.352 1.460 3.094 0.1 0.4 0.1
H 1.193 2.633 4.399 0.0 -0.1 -0.2
H 2.388 2.916 3.130 -0.3 -0.2 -0.1
H -1.748 1.109 0.640 -1.1 0.2 0.2
H 1.395 -0.567 -0.071 1.1 -0.2 0.4
P -0.631 -2.646 -2.830 1.0 2.6 2.4
C 0.605 -2.414 -4.117 0.3 -0.4 -0.2
C -0.455 -4.003 -1.645 0.3 -0.7 0.3
C -2.226 -1.928 -3.205 -0.3 -0.4 -0.5
C 1.855 -1.666 -3.609 0.1 -0.3 0.0
H 0.142 -1.765 -4.872 -0.2 -0.1 0.2
C 0.876 -3.770 -4.762 0.6 -0.2 -0.8
H 1.351 -4.483 -4.071 -0.1 0.2 -0.1
H 1.532 -3.659 -5.642 0.1 -0.2 0.2
H -0.055 -4.229 -5.117 0.1 0.1 0.1
H 1.575 -0.693 -3.205 -0.1 -0.1 0.1
H 2.573 -1.504 -4.419 0.0 -0.1 -0.2
H 2.377 -2.214 -2.809 -0.3 0.1 -0.2
H -1.985 -1.023 -3.794 0.1 -0.4 0.3
C -3.058 -1.448 -1.996 0.0 0.3 0.0
C -2.924 -2.928 -4.122 -1.1 0.3 -0.5
H -2.435 -2.956 -5.109 -0.1 0.0 0.3
H -3.966 -2.625 -4.285 -0.2 -0.2 -0.2
H -2.916 -3.950 -3.721 0.0 0.3 0.1
H -2.447 -1.198 -1.115 -0.1 -0.2 -0.4
H -3.827 -2.171 -1.709 0.1 -0.1 0.0
H -3.575 -0.520 -2.278 0.0 -0.2 0.1
C 0.906 -3.930 -0.909 -0.1 0.2 -0.2
H -0.498 -4.907 -2.240 0.0 -0.8 0.3
C -1.563 -4.019 -0.573 0.0 0.2 -0.3
H 1.750 -3.897 -1.604 -0.1 0.0 0.1
H 1.051 -4.809 -0.271 -0.2 -0.1 0.0
H 0.939 -3.038 -0.267 0.0 0.0 -0.3
H -1.434 -3.190 0.133 0.0 0.0 -0.2
H -1.514 -4.949 0.000 0.1 -0.1 -0.1
H -2.558 -3.967 -1.014 -0.1 0.0 0.0
C -0.831 -0.895 4.366 0.0 -0.2 0.5
Si -0.056 -2.024 3.072 -0.5 0.6 -2.3
C 1.816 -1.840 3.217 0.3 -0.3 0.4
C -0.581 -3.793 3.277 0.0 -0.4 0.3
O -0.541 -1.553 1.576 0.2 0.0 1.6
H -0.831 -1.430 5.322 -0.1 0.2 0.1
H -1.868 -0.642 4.122 0.1 -0.1 0.0
H -0.280 0.042 4.528 0.0 -0.1 -0.1
H 2.139 -2.367 4.128 0.1 0.1 -0.1
H 2.338 -2.295 2.361 -0.3 0.2 0.2
H 2.174 -0.801 3.312 -0.2 -0.2 -0.1
H -1.655 -3.909 3.073 0.3 0.1 0.0
H -0.032 -4.454 2.589 -0.1 0.3 0.1
H -0.385 -4.121 4.297 0.0 -0.3 0.2
```
Forces are in eV/Å.

- Net charge: -1
- HOMO energy (alpha / beta): -0.09732 / -0.09722 Eh
- Spin multiplicity: 7

***

# C5H10O

The molecule C5H10O (the ωB97M-V functional and the def2-TZVPD basis, the Open Molecules 2025 dataset).

The geometry in XYZ format:
```
16
Properties=species:S:1:pos:R:3:forces:R:3
C -0.304 -1.006 -1.716 0.0 0.0 -0.1
C 0.753 -0.983 -0.607 0.1 0.1 0.1
C 0.025 -0.672 0.673 -0.2 -0.2 -0.2
O 0.593 -0.012 1.790 0.0 -0.1 0.2
C -0.454 0.653 1.072 -0.2 0.2 0.1
C -0.036 2.002 0.553 0.1 0.0 0.0
H -1.179 -1.590 -1.401 0.2 0.0 -0.1
H 0.071 -1.443 -2.644 0.0 0.1 0.1
H -0.656 0.010 -1.928 0.1 -0.2 0.0
H 1.240 -1.963 -0.519 0.0 0.2 0.0
H 1.535 -0.247 -0.819 -0.1 -0.1 0.1
H -0.617 -1.497 0.995 0.0 0.1 -0.2
H -1.443 0.648 1.537 0.3 0.1 0.3
H 0.992 1.979 0.184 -0.2 0.0 -0.1
H -0.064 2.682 1.412 0.1 0.0 -0.2
H -0.702 2.410 -0.214 0.0 -0.2 0.1
```
Forces are in eV/Å.

- SMILES string: CC[C@H]1O[C@H]1C
- Energy relative to the best compared isomer or geometry (same formula, charge and spin): 1.256 eV
- HOMO energy: -0.36613 Eh